[1]
The following is a DFT calculation (ωB97M-V/def2-TZVPD) of a cluster of 10 separate species, C29H62N2O28S4 in total at a distorted geometry.

- frontier orbital gap (eV) = 8.15
- HOMO (hartree) = -0.3083
- 2S+1 = 1

Last column: Mulliken charge in e.
Atoms and positions in Å:
C: -0.7897 0.6283 -1.1083  -0.910
N: 0.3573 -0.1156 -0.6650  1.643
C: 0.7406 -1.2280 -1.7455  -0.144
C: 1.5447 0.8502 -0.7891  -1.502
C: 0.4328 -0.5910 0.7503  -1.449
C: -0.6187 -1.6536 1.1174  0.338
O: -0.5233 -1.9312 2.5289  -0.425
H: -1.6300 0.1426 -0.7199  -0.136
H: -0.8414 0.9879 -2.1115  0.546
H: -0.6865 1.5634 -0.4022  -0.140
H: -0.2646 -1.7575 -2.2176  0.194
H: 1.4279 -2.0731 -1.3543  -0.241
H: 1.1555 -0.7938 -2.6870  0.412
H: 1.5412 1.2071 -1.8439  0.275
H: 2.2883 0.3958 -0.6206  1.109
H: 1.2354 1.7026 -0.1326  0.073
H: 0.3057 0.1858 1.5685  0.423
H: 1.2723 -1.1188 1.0444  0.575
H: -0.4290 -2.3833 0.4822  0.140
H: -1.5718 -1.0360 1.1537  -0.066
H: 0.0470 -1.2841 2.9191  0.143
N: 1.8482 -0.1948 4.4217  0.830
O: 2.8861 0.4095 4.0096  -0.643
O: 0.7693 0.0634 3.8439  -0.448
O: 1.8311 -1.1868 5.1218  -0.604
O: -0.6639 3.2407 1.6965  -0.418
S: -1.6199 4.2986 1.3887  1.182
O: -2.6034 4.1196 0.3945  -0.589
O: -2.5283 4.2970 2.8317  -0.437
C: -3.0705 3.0322 3.1343  0.387
C: -4.0466 2.9735 4.2350  -1.435
C: -1.0471 5.9428 1.4385  -0.848
H: -2.0802 2.2158 3.4805  -0.006
H: -3.6470 2.6652 2.2375  0.179
H: -3.7711 3.7996 4.8964  0.349
H: -4.4659 2.0085 4.9253  0.191
H: -4.8981 3.4604 3.8573  0.465
H: -0.3451 5.9624 2.3221  0.355
H: -1.9441 6.6557 1.5611  0.330
H: -0.4597 6.0193 0.3085  0.303
O: 2.9354 -3.0716 0.5223  -0.528
S: 3.7106 -3.9016 1.3846  1.046
O: 3.5243 -5.2805 1.2569  -0.645
O: 5.2927 -3.5220 0.9718  -0.421
C: 5.6401 -2.2772 0.3023  0.294
C: 7.1198 -2.3031 -0.0440  -1.782
C: 3.4815 -3.2775 3.0703  -0.773
H: 5.6066 -1.6382 1.1106  0.183
H: 4.8677 -2.0059 -0.5155  0.211
H: 7.2339 -3.0054 -0.9578  0.298
H: 7.6255 -2.5490 0.6662  0.591
H: 7.3049 -1.4476 -0.5043  0.512
H: 2.2318 -3.3132 3.3497  0.166
H: 3.9486 -2.4265 3.0277  0.356
H: 4.0794 -4.0228 3.7159  0.441
O: 1.8258 -0.6746 -5.7452  -0.661
S: 0.6303 -1.3031 -5.8916  1.280
O: -0.1384 -1.5975 -4.7106  -0.460
O: -0.3371 -0.1575 -6.6757  -0.414
C: -0.2030 1.1001 -6.1079  0.126
C: -0.6407 2.1655 -7.1334  -1.422
C: 0.7211 -2.6380 -6.9180  -1.100
H: 0.7987 1.2152 -5.7349  0.518
H: -1.1111 1.0364 -5.3904  0.002
H: -0.6019 3.1723 -6.8485  0.350
H: -1.5943 2.1259 -7.3201  0.489
H: -0.0521 1.9441 -8.1650  0.229
H: 1.3708 -2.3733 -7.6717  0.434
H: -0.1791 -3.1016 -7.3131  0.333
H: 1.1416 -3.4975 -6.2688  0.321
O: -1.3332 5.3344 -1.9148  -0.629
S: -1.1204 4.4122 -3.0292  1.232
O: -0.2720 3.2587 -2.7726  -0.512
O: -2.5660 3.8146 -3.5797  -0.293
C: -3.4440 3.2867 -2.6900  0.599
C: -4.3979 2.3222 -3.3996  -1.626
C: -0.2809 5.3341 -4.3370  -1.015
H: -4.1547 4.1252 -2.2462  0.154
H: -2.9086 2.8511 -1.9533  -0.095
H: -5.2088 2.3103 -2.8383  0.610
H: -4.0455 1.3583 -3.5036  0.308
H: -4.8091 2.7400 -4.3220  0.343
H: -0.0609 4.6075 -5.0798  0.159
H: 0.7000 5.6952 -4.0503  0.386
H: -0.8337 6.1542 -4.7169  0.406
C: -4.1063 -2.9499 0.6276  0.069
C: -4.5913 -3.9431 -0.3873  -0.412
O: -4.1230 -3.3990 -1.6407  -0.323
C: -3.6862 -2.0930 -1.4626  0.599
O: -3.3808 -1.2464 -2.3604  -0.523
O: -3.7738 -1.8135 -0.0943  -0.187
H: -3.1342 -3.2555 1.2579  0.044
H: -4.9132 -2.5776 1.4340  0.259
H: -5.7742 -4.0272 -0.2352  0.215
H: -4.2347 -4.9171 -0.1695  0.341
C: -1.0319 -1.5242 6.3388  0.205
C: -1.7973 -0.1334 6.1981  0.219
O: -3.1106 -0.2991 6.5081  -0.285
C: -3.2421 -1.3804 7.1774  0.581
O: -4.3118 -1.7300 7.6634  -0.604
O: -2.0417 -2.0953 7.1381  -0.402
H: -0.1309 -1.4129 7.0115  0.253
H: -0.9788 -2.0246 5.3109  0.041
H: -1.8062 0.2668 5.1387  -0.265
H: -1.3864 0.6434 6.8784  0.243
C: 0.8262 -5.1126 -0.9545  0.180
C: 0.8800 -6.5130 -0.1516  -0.475
O: 0.0874 -6.1281 0.9370  -0.278
C: -0.6861 -5.2176 0.6431  0.634
O: -1.6737 -4.8982 1.3701  -0.631
O: -0.3678 -4.5641 -0.5429  -0.110
H: 0.7152 -5.3204 -1.9913  0.445
H: 1.8127 -4.6399 -0.6613  -0.305
H: 1.8531 -7.0838 0.0944  0.226
H: 0.3809 -7.3354 -0.6668  0.284
C: 4.5065 2.5956 2.3108  -0.070
C: 3.1800 3.3800 2.2143  0.416
O: 3.3548 4.5212 1.5886  -0.326
C: 4.7309 4.5616 1.1406  0.506
O: 5.0971 5.3239 0.3269  -0.520
O: 5.3645 3.5029 1.4708  -0.380
H: 4.4350 1.5263 1.9868  0.010
H: 4.9935 2.5160 3.2508  0.299
H: 2.9754 3.5620 3.4124  0.201
H: 2.4548 2.7762 1.5883  -0.184

[2]
The following is a DFT calculation (ωB97M-V/def2-TZVPD) of a cluster of 12 separate species, C29H63N5O33S7 in total at a distorted geometry.

- frontier orbital gap (eV) = 9.08
- HOMO (hartree) = -0.3353
- 2S+1 = 1

Last column: Mulliken charge in e.
Atoms and positions in Å:
O: 19.6880 -13.6797 -19.4501  -0.506
S: 21.1042 -13.6928 -19.1400  1.085
O: 21.9690 -14.6646 -19.8380  -0.510
O: 21.6149 -12.1304 -19.2196  -0.315
C: 22.3875 -11.6772 -18.1521  -0.238
C: 22.4054 -12.8328 -17.1084  -0.264
O: 21.3235 -13.7128 -17.4462  -0.349
H: 23.4004 -11.4613 -18.4921  0.255
H: 22.0139 -10.7080 -17.8217  0.272
H: 22.1636 -12.2871 -16.1964  0.270
H: 23.3276 -13.3995 -16.9804  0.300
O: 7.0888 0.6120 -18.0257  -0.501
S: 8.3111 0.9726 -18.7259  1.098
O: 9.5732 0.8296 -17.9956  -0.502
O: 8.4117 0.3352 -20.2277  -0.345
C: 7.9037 1.1424 -21.2877  -0.213
C: 8.2976 2.5027 -20.8364  -0.189
O: 8.3086 2.4265 -19.4735  -0.346
H: 8.3775 0.8174 -22.2140  0.262
H: 6.8335 0.9462 -21.3532  0.258
H: 7.6223 3.3260 -21.0695  0.243
H: 9.2609 2.8986 -21.1580  0.235
O: 18.3036 -4.9428 -17.5358  -0.508
S: 17.8757 -3.5297 -17.6412  1.082
O: 18.2602 -2.7807 -18.8818  -0.494
O: 16.3062 -3.3047 -17.1544  -0.308
C: 16.1210 -3.1509 -15.7890  -0.259
C: 17.4959 -2.9220 -15.1310  -0.233
O: 18.3180 -2.6906 -16.2719  -0.353
H: 15.4713 -2.2869 -15.6495  0.265
H: 15.5312 -3.9157 -15.2837  0.289
H: 17.8978 -3.8207 -14.6629  0.248
H: 17.6343 -2.0597 -14.4789  0.271
O: 23.5948 -5.2442 -14.6377  -0.510
S: 25.0480 -4.8862 -14.5674  1.100
O: 26.1542 -5.8970 -14.4861  -0.503
O: 25.3776 -3.6938 -15.5984  -0.327
C: 24.7557 -2.4530 -15.2922  -0.245
C: 24.9374 -2.4053 -13.7612  -0.215
O: 25.1642 -3.7612 -13.3407  -0.345
H: 25.1852 -1.6173 -15.8447  0.277
H: 23.7359 -2.6626 -15.6150  0.276
H: 24.0686 -2.0872 -13.1850  0.235
H: 25.7582 -1.7931 -13.3874  0.257
O: 14.1082 -4.3081 -9.5670  -0.513
S: 14.0360 -5.1892 -8.4649  1.095
O: 15.2954 -5.6941 -7.9323  -0.528
O: 13.0479 -4.5322 -7.3449  -0.330
C: 11.8457 -5.2913 -7.0396  -0.250
C: 11.6755 -6.1982 -8.2787  -0.275
O: 13.0226 -6.4061 -8.8946  -0.318
H: 12.1051 -5.9564 -6.2159  0.256
H: 11.0126 -4.6360 -6.7856  0.302
H: 10.9227 -5.7678 -8.9391  0.246
H: 11.2288 -7.1516 -7.9965  0.313
O: 11.6360 -8.5257 -21.9632  -0.506
S: 13.0360 -8.4655 -21.6260  1.098
O: 14.0837 -7.9973 -22.5747  -0.485
O: 13.1398 -7.7683 -20.1412  -0.338
C: 13.3024 -8.6045 -18.9821  -0.190
C: 13.2915 -9.9733 -19.4312  -0.217
O: 13.5103 -9.8932 -20.9104  -0.375
H: 14.3268 -8.3672 -18.6949  0.242
H: 12.5899 -8.3464 -18.1987  0.260
H: 12.2902 -10.3998 -19.3699  0.251
H: 14.0768 -10.6124 -19.0276  0.258
O: 19.5908 3.2540 -11.5012  -0.512
S: 20.9055 4.0023 -11.6290  1.101
O: 22.0212 3.6257 -10.7242  -0.521
O: 21.3694 4.0460 -13.2174  -0.330
C: 21.8863 5.3303 -13.7142  -0.202
C: 21.8275 6.1859 -12.4915  -0.327
O: 20.7367 5.6014 -11.7172  -0.320
H: 22.8551 5.1263 -14.1702  0.252
H: 21.3276 5.7920 -14.5282  0.277
H: 21.6158 7.1963 -12.8413  0.289
H: 22.6781 6.2007 -11.8100  0.294
C: 21.4323 3.1175 -19.8564  -0.941
N: 22.8293 3.5480 -20.0708  -0.184
C: 23.2094 4.8750 -20.2838  0.688
C: 24.7860 5.1242 -20.2727  -0.971
O: 22.3444 5.7674 -20.2259  -0.623
H: 20.6550 3.8178 -19.5508  0.307
H: 21.3011 2.4270 -19.0232  0.334
H: 20.9703 2.4975 -20.6247  0.332
H: 23.5501 2.8408 -20.0914  0.196
H: 25.0956 6.0359 -20.7836  0.300
H: 25.2030 4.2436 -20.7615  0.317
H: 25.1480 5.1175 -19.2446  0.246
C: 6.2858 -7.9669 -12.9532  -0.967
N: 7.0927 -6.7700 -13.1870  -0.188
C: 8.3752 -6.7810 -13.5891  0.661
C: 9.1271 -5.4439 -13.8218  -0.897
O: 8.9923 -7.7845 -13.7968  -0.614
H: 6.5283 -8.2697 -11.9345  0.328
H: 6.6638 -8.8869 -13.3990  0.348
H: 5.2187 -7.9017 -12.7409  0.358
H: 6.6910 -5.8869 -12.9062  0.195
H: 8.4625 -4.5843 -13.9076  0.300
H: 9.8205 -5.4699 -14.6625  0.270
H: 9.7493 -5.2786 -12.9423  0.205
C: 14.2439 2.0686 -20.3223  -0.838
N: 14.9736 2.0201 -21.5460  -0.152
C: 15.0763 0.9921 -22.4271  0.751
C: 14.1609 -0.2177 -22.4112  -1.125
O: 15.9625 1.2103 -23.2762  -0.675
H: 13.9728 1.0938 -19.9168  0.301
H: 13.4249 2.7839 -20.2472  0.250
H: 15.0180 2.4942 -19.6838  0.330
H: 15.5900 2.7903 -21.7627  0.239
H: 14.2962 -0.7898 -21.4934  0.306
H: 14.1338 -0.7932 -23.3365  0.288
H: 13.1302 0.0846 -22.2259  0.328
C: 20.1809 -11.9888 -7.8949  -0.884
N: 19.8870 -10.7588 -8.5873  -0.189
C: 19.3655 -10.8228 -9.8820  0.622
C: 19.2670 -9.4727 -10.6138  -0.923
O: 18.9351 -11.7773 -10.4652  -0.592
H: 21.1984 -11.7943 -7.5558  0.310
H: 20.0517 -12.9048 -8.4715  0.315
H: 19.7311 -12.0549 -6.9042  0.290
H: 20.2569 -9.8734 -8.2720  0.238
H: 19.5542 -9.5346 -11.6635  0.278
H: 19.8194 -8.6518 -10.1565  0.303
H: 18.1995 -9.2618 -10.6766  0.231
C: 19.7146 -7.7791 -24.3234  -0.778
N: 19.4233 -6.8695 -25.5164  -0.254
C: 20.1975 -6.0381 -26.2322  0.766
C: 19.4848 -5.1561 -27.1668  -1.038
O: 21.4431 -6.0940 -26.1720  -0.670
H: 19.1786 -7.1428 -23.6191  0.330
H: 20.7898 -7.7884 -24.1449  0.307
H: 19.4053 -8.8094 -24.4990  0.226
H: 18.4308 -6.6878 -25.5618  0.222
H: 20.1754 -4.3630 -27.4534  0.288
H: 18.5408 -4.7856 -26.7672  0.345
H: 19.2294 -5.7525 -28.0426  0.257

[3]
The following is a DFT calculation (ωB97M-V/def2-TZVPD) of a cluster of 9 separate species, C29H64BBr2I2N8O10 in total at a distorted geometry.

- frontier orbital gap (eV) = 5.74
- HOMO (hartree) = -0.1515
- net charge = -1
- 2S+1 = 1

Last column: Mulliken charge in e.
Atoms and positions in Å:
C: 2.0015 1.7577 -0.3290  -0.695
C: 1.0278 0.4634 0.0869  -0.026
Br: 1.1482 -0.0294 2.0291  -0.218
C: -0.4963 0.6336 -0.4889  -0.723
Br: -1.0188 -1.1958 -1.2086  -0.168
C: -1.5818 1.2594 0.5627  0.703
O: -2.6232 0.2253 0.8671  -0.445
B: -3.9808 0.5612 0.3184  1.049
O: -4.0260 1.9926 -0.0378  -0.493
C: -2.6044 2.4538 0.0977  -0.657
I: -2.7825 3.6425 1.9786  -0.035
I: -1.9317 4.0015 -1.3023  0.007
H: 2.8827 1.8760 0.4334  0.168
H: 2.5114 1.4625 -1.3677  0.233
H: 1.3957 2.7365 -0.5415  0.193
H: 1.5023 -0.4581 -0.5066  0.452
H: -0.4241 1.3298 -1.4543  0.392
H: -1.2542 1.6115 1.6286  0.137
H: -3.9222 0.0349 -0.7563  -0.328
H: -4.9188 0.0326 0.7890  -0.444
C: 1.1791 -2.6009 5.5592  -0.126
O: 1.7606 -1.6012 5.1574  -0.524
N: 0.0936 -3.1939 4.9505  0.358
C: -0.5382 -4.3786 5.4921  -0.872
C: -0.4329 -2.6159 3.7314  -0.843
H: 1.4964 -3.1215 6.4778  0.321
H: -0.4835 -5.1793 4.7491  0.318
H: -1.5851 -4.1514 5.7123  0.321
H: -0.0413 -4.7057 6.4095  0.283
H: 0.3546 -2.6078 2.9720  0.225
H: -0.7414 -1.5851 3.9303  0.217
H: -1.2881 -3.1926 3.3686  0.308
C: 3.1830 -5.3811 4.4100  0.412
O: 2.9143 -5.9277 5.4721  -0.641
N: 4.3541 -5.5427 3.7009  0.095
C: 4.5943 -4.8574 2.4485  -0.915
C: 5.3774 -6.4246 4.2229  -0.973
H: 2.4756 -4.6896 3.9232  0.067
H: 4.7575 -5.6019 1.6640  0.345
H: 5.4850 -4.2315 2.5533  0.338
H: 3.7434 -4.2278 2.1744  0.294
H: 4.9614 -7.4314 4.3257  0.293
H: 5.6852 -6.0680 5.2104  0.296
H: 6.2426 -6.4503 3.5547  0.379
C: 5.4509 2.8568 -2.1802  0.087
O: 4.4037 2.6012 -1.5997  -0.531
N: 6.2124 1.9540 -2.8912  0.155
C: 7.4425 2.3384 -3.5508  -0.790
C: 5.7705 0.5778 -2.9825  -0.851
H: 5.8787 3.8729 -2.1756  0.223
H: 7.3461 2.1395 -4.6220  0.263
H: 8.2644 1.7462 -3.1388  0.293
H: 7.6548 3.4005 -3.4006  0.303
H: 4.7815 0.5516 -3.4497  0.272
H: 5.6952 0.1602 -1.9740  0.314
H: 6.4731 -0.0148 -3.5748  0.207
C: -7.8035 1.9266 -2.2347  -0.015
O: -8.9722 2.0145 -2.5889  -0.650
N: -6.7215 1.7782 -3.0760  0.286
C: -5.3667 1.6815 -2.5749  -0.619
C: -6.9444 1.7168 -4.5056  -1.035
H: -7.5205 1.9615 -1.1697  0.363
H: -4.7764 2.5024 -2.9918  0.220
H: -4.9410 0.7246 -2.8898  0.427
H: -5.3451 1.7422 -1.4833  0.028
H: -7.4368 2.6387 -4.8293  0.272
H: -7.6006 0.8699 -4.7278  0.340
H: -5.9974 1.5986 -5.0393  0.366
C: -4.3184 -4.7048 2.5611  0.035
O: -3.2435 -4.3086 2.1291  -0.514
N: -5.1914 -3.9676 3.3323  0.207
C: -6.4470 -4.5122 3.8043  -0.959
C: -4.8441 -2.6059 3.6825  -0.838
H: -4.6811 -5.7253 2.3547  0.251
H: -7.2659 -3.8995 3.4168  0.338
H: -6.4541 -4.4875 4.8977  0.331
H: -6.5803 -5.5440 3.4677  0.293
H: -4.7094 -2.0254 2.7650  0.356
H: -3.9017 -2.6104 4.2384  0.117
H: -5.6294 -2.1520 4.2932  0.366
C: -7.0534 4.8934 -3.3609  0.446
O: -5.9898 4.4000 -3.7134  -0.624
N: -7.3553 6.2384 -3.3759  0.135
C: -8.6411 6.7418 -2.9409  -0.917
C: -6.3569 7.1791 -3.8404  -0.950
H: -7.8829 4.2691 -2.9898  0.003
H: -9.1130 7.2718 -3.7732  0.319
H: -8.4868 7.4307 -2.1057  0.326
H: -9.2945 5.9267 -2.6178  0.314
H: -6.0880 6.9326 -4.8720  0.275
H: -5.4649 7.0907 -3.2129  0.297
H: -6.7395 8.2024 -3.7944  0.376
C: 7.0227 -1.2366 -6.0666  0.100
O: 7.0146 -0.0227 -5.9073  -0.586
N: 6.4678 -1.9068 -7.1359  0.135
C: 6.5207 -3.3492 -7.2494  -0.908
C: 5.8111 -1.1470 -8.1793  -0.940
H: 7.4956 -1.9105 -5.3333  0.298
H: 7.0491 -3.6120 -8.1702  0.333
H: 5.4993 -3.7383 -7.2869  0.340
H: 7.0428 -3.7926 -6.3970  0.292
H: 6.5305 -0.4492 -8.6183  0.293
H: 4.9887 -0.5749 -7.7394  0.295
H: 5.4230 -1.8122 -8.9555  0.372
C: 4.9034 3.2732 5.4647  0.113
O: 5.4850 4.2729 5.0629  -0.603
N: 3.8180 2.6802 4.8560  0.182
C: 3.1861 1.4956 5.3976  -0.772
C: 3.2914 3.2582 3.6370  -0.904
H: 5.2208 2.7526 6.3833  0.256
H: 3.2409 0.6948 4.6546  0.277
H: 2.1392 1.7228 5.6178  0.285
H: 3.6831 1.1685 6.3150  0.261
H: 4.0790 3.2663 2.8775  0.280
H: 2.9829 4.2890 3.8358  0.317
H: 2.4362 2.6815 3.2742  0.297

Q: The highest HOMO belongs to which entry?
A: C29H64BBr2I2N8O10

Q: Which of these has the highest frontier orbital gap?
A: C29H63N5O33S7

Q: Look up the 2S+1 of the third one.
A: 1